(one)
DFT (ωB97M-V/def2-TZVPD) results for one molecule with the formula C4H3FO2S.

Computed properties:
total charge	0
SMILES	Oc1cc(S)oc1F

Last column: Löwdin charge in e.
Cartesian coordinates (Å):
S -1.03400 -2.39581 -0.44824  0.766
F 0.85706 1.25476 1.97031  0.003
O 0.17555 -0.57489 0.86919  0.009
O 0.65461 2.66021 -0.91700  0.015
C 0.47450 1.33301 -0.54073  -0.244
C -0.31768 0.36377 -1.16603  -0.035
C -0.28404 -0.79097 -0.46731  -0.633
C 0.70475 0.63788 0.66507  -0.213
H -1.21614 -2.45814 1.03427  -0.014
H 0.66689 3.23524 0.01772  0.212
H -0.72668 0.31827 -2.17649  0.135

---

(two)
DFT (ωB97M-V/def2-TZVPD) results for one molecule with the formula C4H3FO2S.

Computed properties:
total charge	0
SMILES	O=CC(F)(C=O)C=S

Last column: Löwdin charge in e.
Cartesian coordinates (Å):
S 0.86231 -0.41071 -2.27097  0.750
F 1.25492 -0.36812 0.77197  0.024
O 0.51309 1.82697 1.70075  0.154
O -2.16267 -0.82477 0.97722  0.107
C -0.21698 1.41280 0.90333  -0.197
C -0.01377 -0.01372 0.37438  -0.479
C -0.99650 -0.98622 1.06055  -0.175
C -0.25821 -0.10136 -1.12127  -0.552
H -1.29954 -0.08501 -1.42424  0.064
H -0.59673 -1.91798 1.53581  0.157
H -1.08569 2.00083 0.55053  0.148

---

Which one sits at the top of the stability order? (two) does.

---

(one)
DFT (ωB97M-V/def2-TZVPD) results for a 2-piece molecular cluster, C5H7BrS overall.

Computed properties:
total charge	0

Last column: Löwdin charge in e.
Cartesian coordinates (Å):
Br 1.19205 -2.95911 1.33101  0.626
S 0.57477 -3.12196 -1.67090  0.658
C 0.24353 0.33379 1.03706  -0.141
C -0.04121 -0.36225 -0.09869  -0.185
C -0.62500 -0.02191 -1.40211  -0.142
C -0.11601 1.77546 1.17024  -0.073
C 0.54412 -2.31545 -0.33050  -1.219
H 0.91852 -0.15825 1.67936  0.046
H -0.73672 2.13902 1.99066  0.089
H -0.83815 1.05915 -1.32183  0.065
H 0.75874 2.22952 1.39644  0.042
H -1.47034 -0.57227 -1.82995  0.081
H 0.19112 -0.03387 -2.20116  0.104
H -0.59542 2.00813 0.25037  0.050

---

(two)
DFT (ωB97M-V/def2-TZVPD) results for one molecule with the formula C5H7BrS.

Computed properties:
total charge	0
SMILES	CC(C)=C(Br)C=S

Last column: Löwdin charge in e.
Cartesian coordinates (Å):
Br 1.81817 1.80216 0.93402  0.726
S 1.33869 -0.18788 3.40077  0.650
C -0.05548 0.03271 -0.32592  -0.318
C -0.02852 1.09632 -1.45890  -0.078
C 0.56489 -0.46859 2.00186  -0.726
C -0.88762 -1.19924 -0.52294  -0.011
C 0.62410 0.29568 0.80394  -0.699
H 0.82660 0.72467 -2.07831  0.105
H -0.50907 -1.57555 -1.38738  0.061
H -0.11851 -1.29397 2.19227  0.037
H -0.96350 -1.81090 0.26444  0.028
H -1.91547 -0.77270 -0.69046  0.124
H 0.16661 2.18149 -1.08760  0.071
H -0.86089 1.17580 -2.04579  0.030

---

Which one sits at the top of the stability order? (two) does.

---

(one)
DFT (ωB97M-V/def2-TZVPD) results for C52H49N6P2RuS2 as an isolated structure.

Computed properties:
2S+1	6
total charge	+2
expectation value of S²	8.77

Last column: Löwdin charge in e.
Cartesian coordinates (Å):
Ru -0.33610 -0.10900 -0.35510  1.227
S 2.29480 0.63010 3.58900  1.180
S -1.18550 -5.67330 4.31970  0.701
P -0.68360 1.41110 -2.17480  0.879
P 0.00400 -1.14120 -2.55960  0.859
N 1.92800 -0.20010 -5.19790  0.189
N -3.08850 -3.98850 4.95120  0.102
N 1.98060 -0.24870 -2.88970  -0.046
N -0.56290 0.24240 -3.44130  -0.319
N -1.13440 -1.66970 0.85030  -0.087
N 1.46840 -0.32940 1.33160  0.015
C 0.05580 1.44900 2.13520  -0.269
C -0.26070 2.35170 3.15420  -0.031
C -2.21450 -1.43220 1.62980  -0.104
C -2.87260 4.81180 -2.50330  -0.052
C 0.56260 -2.45490 -3.69230  -0.371
C 0.78470 2.44610 -2.44840  -0.374
C 3.20710 -2.04150 0.87520  0.013
C 5.12630 -3.66590 0.46200  -0.549
C -0.15790 -2.90180 -4.79610  -0.082
C 4.38970 -1.22040 3.28460  -0.051
C 1.06410 2.93910 -3.71870  -0.083
C -2.84000 -1.20520 -1.96430  -0.130
C -2.14950 3.11810 1.89540  -0.049
C -1.98270 2.57930 -2.69240  -0.348
C -3.86140 4.50240 -3.42550  -0.051
C -4.02890 -1.87690 -1.72870  -0.060
C 2.60590 -1.03670 1.63510  -0.298
C -3.91790 3.22840 -3.96580  -0.060
C 6.47670 -3.10720 -0.01750  -0.026
C 4.40140 -2.61140 1.28430  -0.151
C 3.21130 -0.63920 2.84340  -0.442
C 1.18950 0.56530 2.24630  -0.523
C 0.31580 -3.98160 -5.52480  -0.050
C -1.93660 3.86200 -2.13820  -0.098
C -2.11230 -4.24950 4.05670  -0.752
C -0.43560 -2.80680 1.08230  -0.118
C 4.97030 -2.19100 2.49920  -0.007
C 2.62730 -0.11530 -4.05730  -0.362
C -2.58800 -2.24280 2.65730  0.032
C -1.65270 -1.92090 -2.14860  -0.372
C -0.74520 1.38190 0.97970  -0.294
C 1.48340 -4.63240 -5.15130  -0.045
C -1.83210 -3.41380 2.96210  -0.203
C 2.66420 -0.12730 -1.74880  -0.197
C 5.39000 -4.90560 1.32630  -0.035
C -1.82940 2.23690 0.87320  -0.140
C -2.84970 -3.97310 -1.72070  -0.041
C 2.59310 3.71810 -1.53190  -0.057
C -0.73760 -3.67400 2.08460  -0.006
C 4.32440 -4.09490 -0.76940  -0.065
C -4.03640 -3.25920 -1.62460  -0.047
C -2.99130 2.26590 -3.59890  -0.093
C -1.35930 3.17620 3.03410  -0.043
C 4.02090 0.10170 -4.07290  0.014
C 2.11370 3.82180 -3.88860  -0.053
C 4.01340 0.09200 -1.68510  -0.049
C 2.18250 -4.20970 -4.03120  -0.045
C 2.86550 4.22360 -2.79390  -0.051
C 1.71540 -3.13010 -3.30610  -0.103
C -1.66820 -3.30500 -1.97300  -0.107
C 1.55600 2.82030 -1.35400  -0.109
C 4.71310 0.18470 -2.89280  -0.028
H -2.79690 -0.54710 1.38670  0.117
H 3.65000 4.95190 -2.92600  0.114
H -3.24470 -4.62040 5.71650  0.105
H -3.66770 -3.17010 4.89100  0.099
H 2.71550 -2.36250 -0.02840  0.081
H -4.96620 -3.77990 -1.46210  0.116
H -3.01490 3.75370 1.79280  0.115
H 4.46770 -5.27550 1.76510  0.094
H 2.24190 -2.79390 -2.42280  0.075
H 5.89260 -2.63910 2.83260  0.119
H 4.52360 0.18330 -5.02300  0.120
H -1.60480 3.87380 3.81860  0.118
H -0.24110 -4.33030 -6.38130  0.116
H 5.78290 0.32230 -2.89280  0.121
H -2.85020 -5.04720 -1.60970  0.119
H 7.06830 -3.91250 -0.44890  0.094
H -3.47320 -1.98460 3.21490  0.116
H -3.07580 1.28100 -4.03740  0.091
H -1.16000 4.11090 -1.42530  0.110
H 5.82430 -5.69380 0.71690  0.092
H 0.93190 -0.33170 -5.16070  0.074
H 4.89000 -4.83540 -1.32880  0.094
H 0.44460 2.64540 -4.55590  0.112
H -2.82880 5.79680 -2.06390  0.116
H 4.51780 0.16660 -0.73590  0.113
H -2.45080 2.21850 -0.01500  0.077
H 6.08630 -4.68910 2.12910  0.081
H -4.69510 2.97700 -4.66990  0.114
H 1.33790 2.40540 -0.37110  0.084
H 2.39530 -0.12330 -6.08460  0.124
H 3.18230 4.03040 -0.68400  0.113
H 3.08110 -4.71550 -3.70900  0.110
H -0.74260 -3.85530 -2.06010  0.108
H 2.05510 -0.23470 -0.85110  0.036
H 6.33200 -2.35010 -0.78660  0.079
H -4.58430 5.25270 -3.71030  0.117
H 0.36180 2.40300 4.03610  0.097
H -1.08170 -2.41680 -5.08200  0.116
H -1.40450 0.08600 -3.99850  0.060
H 7.04940 -2.67160 0.79800  0.085
H 4.84350 -0.90890 4.21310  0.121
H 0.39020 -3.00420 0.40910  0.106
H -0.14830 -4.56650 2.22590  0.080
H 1.84420 -5.46780 -5.73350  0.117
H -4.95510 -1.32510 -1.63900  0.116
H 2.33320 4.21130 -4.87050  0.114
H 4.15180 -3.24890 -1.43270  0.062
H -2.85770 -0.11920 -2.04590  0.062
H 3.37540 -4.54510 -0.48290  0.092

---

(two)
DFT (ωB97M-V/def2-TZVPD) results for C52H49N6P2RuS2 as an isolated structure.

Computed properties:
2S+1	6
total charge	+2
expectation value of S²	8.86

Last column: Löwdin charge in e.
Cartesian coordinates (Å):
Ru 0.57689 0.00504 0.09535  1.130
S 2.97601 0.56595 -6.89408  0.764
S 4.69648 1.22858 1.73188  1.214
P -0.51147 -1.55274 2.18661  0.944
P 0.51074 -2.59604 -0.15649  0.899
N 0.03196 -2.96482 1.42118  -0.368
N -2.64396 0.28895 0.03542  0.152
N 2.62116 -0.10440 1.00613  0.016
N 1.02211 -1.19984 -7.00487  0.101
N -0.92675 1.29782 1.19800  -0.039
N 0.92807 -0.12161 -2.08391  -0.077
C -1.33555 2.76920 3.03559  -0.035
C 3.27650 -3.24256 0.60080  -0.223
C 2.15691 0.10967 -2.56161  -0.103
C 3.11367 -2.43675 1.93665  -0.164
C -4.27249 -1.30670 3.71966  -0.064
C -3.17053 1.71574 1.91644  -0.006
C 0.23677 -1.47692 3.83097  -0.369
C 5.11545 -2.38900 3.45804  -0.039
C 3.64615 -4.39759 3.62666  -0.525
C 2.54999 2.17420 0.22905  -0.279
C -0.10608 -2.40667 4.81866  -0.101
C 3.98869 -3.03498 3.02617  -0.106
C -2.99622 -2.69889 1.68343  -0.096
C 1.79506 -0.37252 -6.28064  -0.838
C 1.48343 -1.41458 6.31768  -0.059
C 0.51860 -2.37841 6.05351  -0.059
C -4.99921 -2.15316 2.89413  -0.060
C -0.77879 -6.01951 -1.94127  -0.052
C -2.71100 2.53837 2.91200  -0.031
C 3.12252 3.43064 0.02599  -0.026
C 1.19493 -0.51060 4.11210  -0.101
C 0.18022 -0.55394 -4.31351  0.016
C 3.40907 -0.98552 1.72488  -0.248
C 5.48046 -1.10860 3.03809  -0.043
C 3.90059 -4.36329 5.14611  -0.037
C 2.17882 -4.79225 3.43131  -0.040
C 2.24130 -2.97318 -0.46625  -0.301
C 2.45904 0.02741 -3.90243  -0.008
C -0.49326 2.14073 2.15968  -0.129
C 1.28194 1.87326 -0.27085  -0.268
C -1.63262 -3.38502 -1.76484  -0.121
C 4.95716 -3.08383 -1.24883  -0.059
C 2.59331 -2.97538 -1.79084  -0.130
C 4.55210 -5.48228 3.01451  -0.023
C -2.90744 -1.15640 3.53249  -0.103
C -1.96825 -5.63110 -2.54159  -0.052
C 0.59248 2.83909 -0.99088  -0.098
C -4.35901 -2.85173 1.87957  -0.065
C -0.43593 -3.76221 -1.16635  -0.360
C -2.25947 -1.85421 2.51331  -0.369
C -2.24126 1.11578 1.05027  -0.400
C -0.03601 -0.44881 -2.95373  -0.128
C 4.67104 -3.13049 0.07253  -0.001
C -2.39731 -4.31525 -2.45332  -0.063
C 3.20143 1.09334 0.94027  -0.554
C 3.92581 -3.06562 -2.21518  -0.042
C 1.16273 4.08852 -1.19851  -0.047
C -0.01169 -5.08975 -1.26198  -0.077
C 1.46040 -0.31387 -4.81465  -0.199
C 1.81820 -0.47941 5.35050  -0.053
C 2.42387 4.38305 -0.68779  -0.047
C 4.57032 -0.42137 2.20916  -0.453
H 0.38803 -1.85958 -6.58774  0.104
H -1.99332 -2.36819 -1.66547  0.079
H -0.44877 -7.04632 -2.00962  0.117
H 0.92798 -5.39478 -0.81974  0.111
H 4.15817 -3.07441 -3.26823  0.109
H -3.32818 -4.01686 -2.91459  0.112
H -4.22496 1.53113 1.77556  0.125
H 4.39004 -6.43023 3.52840  0.096
H 0.62357 4.83863 -1.76002  0.116
H -0.93755 3.42939 3.78916  0.117
H -4.92172 -3.52262 1.24446  0.112
H 5.98792 -3.05897 -1.57446  0.116
H -2.51149 -3.24471 0.88260  0.081
H 4.10620 3.66431 0.41356  0.109
H -2.06877 0.25104 -0.78765  0.054
H 3.40166 -5.20533 5.62459  0.093
H 1.18841 -1.26701 -7.99641  0.112
H 3.45826 0.23574 -4.25328  0.099
H 3.14249 -4.29598 0.88820  0.133
H -0.66178 -0.78071 -4.95109  0.124
H -2.56156 -6.35812 -3.07786  0.117
H 2.85872 5.35711 -0.85438  0.118
H 2.56103 0.27688 5.56080  0.114
H 1.46382 0.22674 3.36448  0.079
H 5.74986 -2.87203 4.18838  0.122
H 5.60332 -5.21714 3.12485  0.092
H 0.57761 2.29372 2.20328  0.110
H 4.96017 -4.44386 5.38342  0.085
H 5.47090 -3.15129 0.80122  0.123
H 1.82503 -2.88586 -2.55319  0.105
H 4.35661 -5.64583 1.95429  0.078
H 6.38216 -0.63541 3.39229  0.115
H -3.63340 0.23706 -0.15027  0.117
H 1.96859 -1.38860 7.28262  0.117
H -0.20343 -3.90169 1.73025  0.090
H 2.01182 -5.76447 3.89211  0.099
H -0.39502 2.63115 -1.38901  0.103
H -1.02141 -0.62773 -2.54078  0.084
H 2.91790 0.36940 -1.83606  0.121
H -6.06210 -2.27665 3.04961  0.114
H 1.88816 -4.88195 2.38481  0.064
H -4.76643 -0.77361 4.52058  0.115
H 0.25066 -3.10272 6.81013  0.119
H 3.52042 -3.44345 5.59259  0.079
H 2.07961 -2.55030 2.25877  0.083
H -0.87115 -3.15016 4.62601  0.119
H -3.41079 3.01518 3.58300  0.124
H -2.34458 -0.50542 4.19061  0.112
H 1.51308 -4.07716 3.91504  0.063

---

Which one sits at the top of the stability order? (two) does.